No. 1
{
  "formula": "C30H44BeBr3Cl3FKMgN3O7P",
  "method": "ωB97M-V/def2-TZVPD",
  "e_tot_ha": -12218.64351,
  "largest_force_ev_per_a": 3.36,
  "molar_mass_da": 1027.2,
  "elements": ["C", "N", "C", "O", "C", "C", "C", "O", "O", "C", "C", "P", "N", "C", "C", "C", "C", "C", "C", "C", "C", "C", "C", "C", "C", "C", "N", "C", "C", "C", "C", "C", "C", "O", "H", "H", "H", "H", "H", "H", "H", "H", "H", "H", "H", "H", "H", "H", "H", "H", "H", "H", "H", "H", "H", "H", "H", "H", "H", "H", "H", "H", "H", "H", "H", "H", "H", "H", "H", "H", "H", "H", "Be", "F", "C", "Cl", "Cl", "H", "H", "Cl", "Mg", "C", "C", "O", "C", "O", "O", "H", "H", "H", "H", "Br", "Br", "K", "Br"],
  "xyz": [[-0.224, -0.315, 5.436], [0.034, -1.401, 4.466], [1.371, -1.490, 3.972], [2.297, -1.343, 4.680], [1.224, -1.774, 2.525], [2.146, -2.032, 1.540], [3.622, -1.994, 1.823], [4.056, -0.642, 1.886], [3.656, -0.028, 0.658], [1.690, -2.302, 0.258], [0.339, -2.299, -0.058], [-0.078, -2.635, -1.777], [1.154, -2.677, -2.734], [-0.582, -2.019, 0.947], [-2.057, -1.983, 0.737], [-2.576, -3.368, 0.424], [-3.671, -3.312, -0.647], [-5.014, -2.708, -0.245], [-5.232, -1.186, -0.168], [-4.886, -0.297, -1.391], [-4.210, 1.008, -0.905], [-3.130, 1.698, -1.762], [-3.133, 1.474, -3.266], [-1.975, 2.291, -3.879], [-0.716, 1.484, -4.054], [0.378, 2.324, -4.729], [1.679, 2.081, -4.127], [2.055, 2.414, -2.899], [3.390, 2.021, -2.707], [3.820, 1.443, -3.872], [2.734, 1.508, -4.734], [-0.119, -1.774, 2.221], [-0.875, -1.463, 3.460], [-2.075, -1.260, 3.602], [-1.042, -0.600, 6.077], [0.650, -0.162, 6.044], [-0.452, 0.613, 4.929], [4.151, -2.478, 1.008], [3.806, -2.461, 2.776], [2.946, 0.581, 0.933], [2.381, -2.500, -0.543], [-0.990, -1.608, -2.104], [-0.826, -3.826, -1.814], [1.238, -3.561, -3.212], [-2.595, -1.570, 1.569], [-2.275, -1.329, -0.102], [-1.760, -3.933, -0.001], [-2.824, -3.887, 1.346], [-3.218, -2.846, -1.511], [-3.900, -4.336, -0.961], [-5.778, -3.142, -0.877], [-5.238, -3.053, 0.768], [-6.302, -1.095, -0.010], [-4.768, -0.796, 0.726], [-5.820, -0.006, -1.848], [-4.313, -0.858, -2.116], [-3.766, 0.854, 0.068], [-5.005, 1.731, -0.761], [-3.286, 2.762, -1.622], [-2.132, 1.514, -1.378], [-4.069, 1.761, -3.722], [-2.915, 0.434, -3.479], [-1.745, 3.153, -3.265], [-2.295, 2.632, -4.858], [-0.908, 0.628, -4.689], [-0.310, 1.172, -3.105], [0.485, 2.065, -5.769], [0.190, 3.381, -4.642], [1.409, 2.897, -2.198], [3.968, 2.162, -1.824], [4.787, 1.039, -4.066], [2.749, 1.142, -5.740], [-3.309, -2.503, 3.877], [2.125, 4.222, -5.296], [4.399, -1.623, 7.513], [4.740, -0.622, 8.934], [4.626, -3.343, 7.846], [3.377, -1.457, 7.203], [5.103, -1.319, 6.672], [1.165, 4.831, -7.237], [-3.978, -5.026, 1.536], [4.706, 4.158, 0.803], [3.628, 5.159, 1.165], [2.429, 4.398, 0.949], [2.742, 3.094, 1.050], [1.923, 2.218, 1.086], [4.065, 2.911, 1.107], [5.615, 4.273, 1.385], [4.956, 4.173, -0.258], [3.668, 5.458, 2.213], [3.637, 6.047, 0.540], [0.786, 6.166, -8.998], [5.133, -0.744, 4.733], [-5.746, -2.173, 5.149], [-1.110, -4.216, 3.317]],
  "atomic_forces_ev_per_a": [[0.00, -0.70, 0.55], [-1.26, 2.11, 0.18], [-0.54, -0.35, -0.64], [0.67, -0.05, 0.48], [0.15, -0.01, -0.30], [0.83, -0.33, 0.21], [-0.48, 0.46, -0.75], [-0.16, 0.15, 0.43], [0.13, -0.27, -0.33], [-0.27, -0.04, -0.17], [-0.10, 0.04, 0.49], [0.97, 0.05, -1.12], [-0.21, 0.03, 0.32], [-0.59, 0.69, 0.55], [0.05, -0.12, -0.39], [-0.32, 0.50, -1.69], [-0.25, -0.54, 0.49], [0.16, 0.54, -0.01], [-0.27, -0.30, -0.50], [0.28, 0.04, 1.07], [0.25, -0.02, -0.57], [-0.66, 0.10, -0.14], [1.00, 0.31, 0.37], [-0.66, -0.52, -0.23], [0.55, 0.53, -0.52], [0.15, -0.36, 0.50], [-0.27, -0.58, -0.43], [0.48, 0.14, 1.07], [-0.30, 0.39, 0.62], [-0.29, 0.08, -0.14], [0.86, -0.61, -0.90], [-0.26, 0.59, -0.13], [3.03, -1.30, -0.67], [-3.15, -0.10, 0.90], [-0.28, -0.01, 0.21], [0.36, -0.14, 0.13], [-0.12, 0.19, -0.25], [0.18, -0.34, -0.03], [0.54, 0.11, 0.38], [0.09, 0.07, 0.12], [0.30, 0.01, -0.13], [-0.31, -0.10, 0.27], [-0.41, 0.13, 0.26], [0.20, -0.03, -0.16], [0.01, 0.27, 0.25], [-0.12, 0.12, -0.33], [0.20, -0.51, 0.14], [1.35, 1.50, 0.13], [-0.07, 0.21, -0.38], [0.06, -0.26, -0.24], [-0.21, -0.08, -0.27], [-0.23, -0.22, 0.25], [-0.26, 0.13, 0.29], [0.31, 0.12, 0.26], [-0.16, -0.15, -0.49], [0.35, -0.01, -0.25], [0.06, -0.14, 0.41], [-0.24, 0.13, 0.17], [0.12, 0.33, 0.13], [0.23, -0.31, 0.09], [-0.40, -0.05, -0.02], [-0.30, -0.39, -0.20], [-0.11, 0.35, 0.05], [0.05, 0.34, -0.22], [-0.10, -0.50, 0.11], [-0.08, -0.43, 0.48], [-0.06, 0.19, -0.39], [0.00, 0.35, -0.15], [-0.33, 0.23, 0.09], [0.14, 0.05, 0.52], [0.29, -0.18, -0.24], [-0.52, 0.15, -0.33], [2.71, 0.19, -1.15], [-0.20, -0.04, -0.34], [0.64, 0.14, -0.26], [-0.05, 0.03, 0.06], [-0.04, -0.09, 0.02], [-0.04, 0.00, -0.01], [-0.68, -0.37, 1.06], [0.58, 0.75, 0.13], [-1.07, -1.21, 1.10], [0.13, 0.18, -0.05], [0.14, 0.14, -0.01], [0.01, 0.07, 0.03], [-0.18, 0.11, 0.00], [0.10, -0.12, 0.01], [0.06, -0.03, -0.02], [-0.04, -0.20, 0.12], [-0.07, -0.01, -0.02], [-0.01, -0.07, 0.02], [-0.18, -0.06, -0.11], [-0.26, -0.45, 0.05], [0.82, 0.43, -0.72], [-0.91, 0.04, 0.45], [-1.44, -1.15, 0.38]]
}


No. 2
{
  "formula": "C30H44Cl14F3N2O4PS",
  "method": "ωB97M-V/def2-TZVPD",
  "e_tot_ha": -9061.75954,
  "largest_force_ev_per_a": 4.35,
  "molar_mass_da": 1113.1,
  "elements": ["C", "C", "C", "C", "C", "C", "C", "C", "N", "C", "C", "N", "C", "C", "O", "P", "C", "O", "S", "O", "O", "C", "F", "F", "F", "C", "C", "H", "H", "H", "H", "H", "H", "H", "H", "H", "H", "H", "H", "H", "H", "H", "H", "Cl", "C", "C", "Cl", "H", "H", "H", "H", "Cl", "C", "C", "Cl", "H", "H", "H", "H", "Cl", "C", "C", "Cl", "H", "H", "H", "H", "Cl", "C", "C", "Cl", "H", "H", "H", "H", "Cl", "C", "C", "Cl", "H", "H", "H", "H", "Cl", "C", "C", "Cl", "H", "H", "H", "H", "Cl", "C", "C", "Cl", "H", "H", "H", "H"],
  "xyz": [[4.485, -5.827, -3.059], [3.254, -4.914, -3.187], [1.990, -5.414, -3.005], [0.882, -4.573, -3.122], [1.099, -3.250, -3.413], [-0.030, -2.216, -3.602], [-0.443, -1.472, -2.269], [0.368, -2.108, -1.174], [1.069, -2.569, -0.370], [-0.347, 0.086, -2.284], [-1.553, 0.691, -1.618], [-2.517, 1.088, -1.109], [-0.332, 0.780, -3.684], [1.035, 0.940, -4.356], [1.314, 0.388, -5.390], [1.085, 0.868, -1.264], [2.694, 0.062, -1.671], [0.842, 0.512, 0.335], [-2.131, -2.178, -1.834], [-2.468, -1.973, -0.455], [-2.023, -3.606, -2.011], [-3.473, -1.632, -3.013], [-3.045, -1.008, -4.100], [-4.373, -0.938, -2.342], [-4.102, -2.727, -3.421], [2.385, -2.754, -3.596], [3.486, -3.574, -3.504], [4.354, -6.418, -2.145], [5.346, -5.172, -2.873], [4.618, -6.430, -3.961], [1.798, -6.453, -2.746], [-0.136, -4.932, -2.983], [-0.857, -2.790, -4.043], [0.336, -1.566, -4.403], [-0.996, 0.322, -4.426], [-0.716, 1.801, -3.528], [1.839, 1.544, -3.886], [3.431, 0.565, -1.035], [3.037, 0.211, -2.701], [2.777, -1.005, -1.442], [1.317, -0.300, 0.573], [2.530, -1.703, -3.846], [4.495, -3.199, -3.658], [6.269, -2.811, 2.671], [4.685, -2.000, 2.593], [4.068, -2.078, 1.223], [4.963, -1.104, 0.024], [4.819, -0.968, 2.911], [4.039, -2.497, 3.315], [3.054, -1.685, 1.256], [4.022, -3.102, 0.857], [-7.793, 2.759, 0.621], [-6.368, 2.293, -0.348], [-5.520, 3.482, -0.721], [-6.340, 4.557, -1.883], [-6.720, 1.759, -1.229], [-5.784, 1.602, 0.259], [-4.600, 3.142, -1.197], [-5.254, 4.077, 0.155], [-4.015, 5.502, 1.516], [-3.311, 4.047, 2.266], [-3.802, 3.841, 3.678], [-3.188, 5.085, 4.799], [-2.228, 4.138, 2.226], [-3.604, 3.197, 1.648], [-3.453, 2.880, 4.052], [-4.889, 3.852, 3.728], [2.804, -2.971, 6.182], [1.220, -2.158, 6.102], [0.609, -2.244, 4.726], [1.517, -1.278, 3.535], [1.355, -1.125, 6.415], [0.571, -2.653, 6.823], [-0.406, -1.851, 4.746], [0.570, -3.270, 4.369], [1.753, 3.775, 5.754], [1.277, 5.207, 6.700], [0.283, 6.056, 5.947], [1.011, 6.846, 4.526], [2.174, 5.766, 6.954], [0.828, 4.844, 7.624], [-0.092, 6.850, 6.592], [-0.563, 5.464, 5.607], [-10.719, 5.741, -3.765], [-9.881, 5.509, -2.207], [-10.781, 4.909, -1.158], [-12.064, 6.037, -0.645], [-9.484, 6.471, -1.891], [-9.042, 4.840, -2.396], [-10.198, 4.666, -0.271], [-11.257, 3.998, -1.515], [9.742, -4.469, 2.069], [10.277, -3.642, 0.584], [9.175, -2.827, -0.047], [7.885, -3.851, -0.724], [10.659, -4.394, -0.101], [11.101, -2.988, 0.868], [9.578, -2.240, -0.872], [8.721, -2.143, 0.668]],
  "atomic_forces_ev_per_a": [[-0.73, 0.96, 0.61], [2.04, -0.68, -0.16], [-1.20, 0.06, 0.16], [0.01, -0.35, 0.02], [-0.40, 1.51, -0.40], [0.61, -1.13, -0.50], [-0.07, -0.86, -0.59], [0.48, 0.06, 0.87], [-1.19, 0.76, -1.10], [-0.60, 0.06, 0.65], [-0.46, -0.34, 0.58], [1.20, -0.22, -0.72], [0.34, 0.53, -0.38], [0.48, -0.54, -0.10], [-0.32, 0.04, 0.01], [0.51, 1.87, 0.34], [-0.26, -0.46, 0.09], [0.37, -0.49, -1.17], [0.66, -3.30, 2.76], [-0.32, 2.26, -0.37], [0.33, 0.29, -1.89], [-1.39, -0.54, -0.28], [0.38, 0.56, 0.27], [0.34, 0.72, -0.04], [0.38, -0.33, 0.02], [0.33, 0.40, -0.29], [-0.63, -0.30, 0.23], [0.17, -0.32, -0.44], [0.01, -0.40, -0.30], [0.12, -0.07, 0.31], [0.35, 0.10, -0.09], [0.23, -0.03, 0.02], [-0.13, 0.48, 0.37], [-0.33, 0.36, 0.49], [0.13, -0.18, 0.37], [0.19, -0.24, 0.03], [-0.63, 0.20, 0.19], [-0.41, 0.12, -0.08], [-0.34, 0.08, 0.15], [-0.16, 0.21, -0.11], [-0.37, -0.14, 0.22], [-0.13, -0.22, -0.01], [-0.17, -0.09, 0.05], [0.10, 0.00, -0.05], [-0.01, 0.03, 0.14], [-0.09, -0.09, 0.05], [0.60, -0.26, 0.26], [0.03, -0.02, -0.04], [0.00, -0.03, -0.05], [0.01, -0.04, 0.02], [0.07, 0.04, -0.04], [-0.05, 0.02, 0.00], [0.15, -0.11, -0.10], [0.13, -0.14, 0.15], [0.02, 0.06, 0.00], [-0.07, 0.06, 0.02], [0.02, 0.05, 0.00], [-0.05, -0.07, -0.01], [-0.24, -0.12, -0.30], [0.20, 0.27, 0.23], [0.04, -0.12, -0.01], [-0.04, -0.18, -0.02], [-0.06, 0.03, -0.02], [-0.03, 0.07, 0.03], [-0.02, -0.01, 0.05], [0.06, 0.02, -0.05], [0.02, 0.11, -0.01], [0.03, 0.03, -0.03], [-0.07, 0.03, 0.09], [-0.21, -0.12, 0.06], [-0.06, 0.11, -0.01], [0.07, -0.01, -0.07], [-0.01, -0.04, -0.06], [0.04, 0.06, 0.02], [0.10, 0.03, -0.02], [0.08, -0.08, 0.00], [-0.06, 0.07, 0.11], [-0.13, 0.06, 0.13], [0.00, -0.02, -0.03], [0.02, -0.03, -0.12], [-0.07, -0.01, -0.06], [0.07, -0.01, 0.02], [0.09, -0.01, -0.06], [-0.03, 0.04, -0.01], [0.14, -0.06, 0.02], [0.09, -0.09, 0.07], [-0.04, 0.00, -0.01], [-0.09, 0.01, -0.01], [-0.09, -0.03, 0.04], [0.05, 0.05, -0.04], [-0.05, 0.07, -0.05], [-0.03, -0.03, 0.00], [0.11, 0.07, -0.05], [0.05, 0.15, 0.00], [-0.04, -0.04, -0.01], [-0.09, -0.03, 0.02], [-0.06, 0.05, 0.00], [0.04, -0.06, -0.01], [-0.06, -0.11, 0.03]]
}


No. 3
{
  "formula": "C30H44CrIN2O9P2",
  "method": "ωB97M-V/def2-TZVPD",
  "e_tot_ha": -3980.83273,
  "multiplicity": 2,
  "largest_force_ev_per_a": 3.77,
  "molar_mass_da": 817.5,
  "s2": 1.173,
  "charge": 2,
  "elements": ["Cr", "O", "C", "C", "O", "O", "C", "C", "C", "C", "C", "C", "C", "C", "C", "C", "C", "C", "H", "H", "H", "H", "H", "H", "H", "H", "H", "H", "H", "C", "C", "C", "O", "P", "O", "C", "P", "O", "O", "C", "C", "C", "O", "C", "C", "C", "O", "C", "C", "C", "H", "H", "H", "H", "H", "H", "H", "H", "H", "H", "H", "H", "H", "H", "H", "H", "H", "H", "H", "H", "H", "H", "H", "H", "H", "H", "H", "H", "H", "H", "I", "C", "C", "N", "N", "C", "H", "H", "H"],
  "xyz": [[-0.006, -0.224, -0.064], [2.078, -0.207, 0.104], [2.684, -0.112, 1.421], [1.462, -0.108, 2.421], [1.638, 0.009, 3.599], [0.343, -0.232, 1.810], [3.413, 1.186, 1.645], [3.196, 2.278, 0.805], [3.889, 3.457, 1.012], [4.782, 3.567, 2.066], [4.959, 2.503, 2.938], [4.278, 1.316, 2.734], [3.510, -1.362, 1.635], [4.880, -1.374, 1.386], [5.606, -2.538, 1.564], [4.976, -3.698, 1.983], [3.606, -3.701, 2.192], [2.875, -2.541, 2.016], [2.665, 0.260, -0.512], [2.478, 2.231, -0.007], [3.734, 4.287, 0.340], [5.324, 4.485, 2.219], [5.634, 2.598, 3.773], [4.402, 0.495, 3.422], [5.374, -0.477, 1.050], [6.671, -2.529, 1.394], [5.548, -4.598, 2.148], [3.111, -4.600, 2.522], [1.812, -2.535, 2.213], [-3.072, -0.916, -3.839], [-4.192, -0.010, -3.358], [-5.574, -0.587, -3.625], [-4.114, 0.181, -1.921], [-2.958, 0.792, -1.063], [-1.904, -0.213, -0.702], [-2.244, 2.214, -1.982], [-0.814, 2.785, -1.010], [0.136, 1.662, -0.729], [0.078, 3.835, -1.742], [-0.171, 4.966, -2.624], [-0.306, 4.473, -4.057], [-1.357, 5.805, -2.193], [-1.480, 3.362, 0.286], [-0.659, 3.711, 1.457], [-0.978, 5.146, 1.840], [-0.960, 2.728, 2.576], [-3.643, 1.274, 0.237], [-4.908, 2.012, 0.206], [-6.002, 1.118, 0.757], [-4.735, 3.284, 1.014], [-3.096, -0.972, -4.924], [-3.199, -1.916, -3.434], [-2.102, -0.530, -3.522], [-4.104, 0.980, -3.825], [-5.665, -1.563, -3.158], [-5.726, -0.681, -4.696], [-6.343, 0.066, -3.219], [-2.991, 2.994, -2.102], [-1.884, 1.894, -2.960], [0.751, 5.548, -2.514], [-1.294, 4.049, -4.227], [0.453, 3.724, -4.268], [-0.161, 5.301, -4.744], [-2.292, 5.279, -2.370], [-1.366, 6.724, -2.775], [-1.287, 6.061, -1.140], [0.396, 3.631, 1.160], [-2.047, 5.280, 1.983], [-0.635, 5.838, 1.074], [-0.479, 5.394, 2.772], [-1.997, 2.818, 2.891], [-0.315, 2.939, 3.426], [-0.779, 1.704, 2.251], [-5.128, 2.254, -0.840], [-5.798, 0.879, 1.797], [-6.067, 0.194, 0.189], [-6.957, 1.634, 0.697], [-4.675, 3.051, 2.073], [-5.593, 3.929, 0.851], [-3.833, 3.810, 0.713], [1.485, -6.058, -0.766], [0.394, -4.352, -0.284], [-0.864, -4.247, 0.290], [-1.120, -2.936, 0.426], [-0.109, -2.191, -0.028], [0.818, -3.034, -0.465], [-1.543, -5.021, 0.582], [-1.949, -2.498, 0.810], [1.748, -2.688, -0.874]],
  "atomic_forces_ev_per_a": [[0.30, 1.03, 2.13], [-0.09, 0.19, -0.85], [-0.40, -0.40, 1.51], [2.87, 0.03, 0.30], [-0.44, -0.08, -0.22], [-3.12, 0.23, -2.11], [0.12, 0.32, -0.40], [-0.01, -0.32, 0.09], [0.15, 0.19, 0.06], [-0.14, 0.04, -0.07], [-0.09, -0.01, -0.09], [-0.20, -0.02, -0.17], [0.12, -0.04, -0.11], [-0.30, -0.01, -0.09], [0.07, -0.05, 0.03], [-0.03, 0.04, -0.06], [-0.02, -0.06, 0.05], [0.13, 0.20, 0.07], [-0.16, -0.05, -0.12], [0.04, -0.02, -0.01], [0.01, 0.12, -0.04], [0.09, 0.14, 0.01], [0.07, -0.01, 0.11], [0.05, -0.10, 0.03], [0.11, 0.12, 0.04], [0.11, -0.03, -0.04], [0.06, -0.09, 0.00], [-0.06, -0.14, 0.03], [-0.11, -0.09, 0.10], [-0.15, 0.22, 0.24], [-0.18, -0.25, -0.79], [0.31, 0.30, 0.15], [0.51, 0.31, 0.72], [-1.20, 0.16, -0.62], [1.08, -0.33, 0.30], [0.42, -0.46, 0.88], [-0.37, 1.68, -0.21], [0.44, -1.97, 0.34], [-0.53, -0.78, 0.47], [-0.06, 0.72, -0.58], [0.24, -0.07, 0.41], [0.32, -0.21, 0.20], [0.12, -0.32, -1.01], [0.43, 0.37, 0.91], [0.09, -0.26, -0.30], [0.01, 0.03, -0.48], [0.43, -0.18, -0.09], [-0.81, 0.48, 0.24], [0.32, -0.02, -0.22], [0.12, -0.22, -0.22], [0.05, -0.01, -0.08], [0.02, -0.10, 0.04], [0.10, -0.05, -0.13], [-0.03, -0.08, 0.12], [0.00, -0.12, -0.01], [-0.03, -0.05, -0.09], [-0.07, 0.04, -0.02], [-0.07, 0.11, 0.04], [-0.01, -0.08, -0.05], [-0.18, -0.15, -0.04], [-0.13, -0.05, -0.08], [0.08, -0.06, -0.09], [-0.07, 0.09, -0.06], [-0.18, -0.02, -0.04], [-0.05, 0.02, -0.02], [-0.04, 0.11, 0.09], [-0.15, -0.02, 0.04], [-0.13, -0.03, 0.03], [0.01, 0.11, -0.04], [0.09, 0.00, 0.07], [-0.11, 0.04, 0.05], [0.04, 0.00, 0.02], [-0.03, 0.03, 0.12], [0.05, 0.00, 0.04], [0.01, -0.02, 0.14], [-0.07, -0.08, -0.06], [-0.07, 0.05, 0.01], [0.05, -0.01, 0.13], [-0.11, 0.07, 0.01], [0.00, 0.10, -0.01], [-0.33, 0.38, 0.15], [0.30, -0.17, -0.15], [0.58, 0.22, -0.23], [-0.73, -0.19, 0.23], [0.33, 0.35, -0.68], [0.15, -0.76, -0.05], [-0.27, -0.04, 0.18], [0.17, -0.07, -0.09], [0.14, 0.12, -0.02]]
}